(1)
Density functional theory data (ωB97M-V with the def2-TZVPD basis set) for C26H20CrN2O5P as an isolated structure at a distorted geometry.

Values from the calculation:
Spin multiplicity: 4
Total charge: +2
Relative energy (zero: lowest compared OMol25 entry of this formula, charge and spin), eV: 0.3457
Orbital gap (spin up / spin down), eV: 7.620 / 8.104
Total energy, a.u.: -2873.89740
F_max, eV/A: 1.36

XYZ file:
```
55
C26H20CrN2O5P (ωB97M-V with the def2-TZVPD basis set)
Cr -1.211 -1.406 1.185
O -2.728 -3.327 4.661
C -2.060 -2.693 3.729
O -2.499 -1.802 3.014
C -0.623 -3.098 3.611
C 0.111 -3.887 4.462
C 1.495 -3.944 4.245
C 2.081 -3.185 3.243
C 1.250 -2.418 2.441
N -0.056 -2.427 2.613
C 1.675 -1.444 1.367
O 2.811 -1.258 1.059
O 0.611 -0.793 0.883
H -3.636 -2.967 4.705
H -0.364 -4.418 5.273
H 2.112 -4.555 4.889
H 3.149 -3.160 3.076
O -2.503 -2.276 0.357
N -1.393 0.159 -0.314
C -2.486 0.558 -0.886
C -2.401 1.569 -1.929
C -3.464 2.108 -2.634
C -3.173 3.053 -3.611
C -1.852 3.420 -3.856
C -0.785 2.870 -3.145
C -1.079 1.940 -2.169
P -0.061 0.985 -1.049
C 0.715 2.078 0.097
C 1.666 2.988 -0.370
C 2.220 3.908 0.505
C 1.812 3.940 1.831
C 0.850 3.051 2.292
C 0.305 2.116 1.429
C 0.910 -0.150 -1.996
C 0.443 -1.450 -2.196
C 1.145 -2.318 -3.013
C 2.318 -1.896 -3.627
C 2.778 -0.601 -3.438
C 2.075 0.280 -2.631
H -3.452 -2.411 0.311
H -3.425 0.114 -0.565
H -4.484 1.806 -2.435
H -3.971 3.502 -4.184
H -1.644 4.150 -4.627
H 0.226 3.176 -3.376
H 1.986 3.007 -1.404
H 2.965 4.604 0.146
H 2.242 4.667 2.507
H 0.525 3.086 3.322
H -0.441 1.428 1.802
H -0.484 -1.792 -1.752
H 0.774 -3.321 -3.173
H 2.873 -2.576 -4.259
H 3.688 -0.271 -3.919
H 2.464 1.281 -2.498
```

---

(2)
Density functional theory data (ωB97M-V with the def2-TZVPD basis set) for C26H20ErIN6O5SbSe4 as an isolated structure at a distorted geometry.

Values from the calculation:
Spin multiplicity: 4
Total charge: -1
Orbital gap (spin up / spin down), eV: 4.114 / 4.118
Total energy, a.u.: -12866.50789
F_max, eV/A: 3.98

XYZ file:
```
64
C26H20ErIN6O5SbSe4 (ωB97M-V with the def2-TZVPD basis set)
Er -1.173 -1.374 1.364
O -2.799 -2.518 0.039
C -3.409 -1.367 -0.024
O -3.269 -0.527 0.879
C -3.807 -1.101 -1.454
C -4.541 0.169 -1.868
C -5.332 -0.201 -3.099
C -4.214 -0.626 -4.037
C -2.933 -0.080 -3.274
O -3.492 0.944 -2.381
C -2.478 -1.082 -2.274
C 0.894 -3.418 -0.437
O 0.360 -2.815 0.585
O 2.044 -3.529 -0.796
H -4.375 -1.943 -1.824
H -5.057 0.738 -1.149
H -5.940 0.639 -3.442
H -6.124 -0.880 -2.855
H -4.381 -0.202 -5.008
H -4.147 -1.702 -4.112
H -2.121 0.412 -3.834
H -2.336 -2.074 -2.622
C -0.518 1.867 4.716
C -1.173 1.000 3.932
N -0.630 0.579 2.783
C 0.605 1.060 2.494
C 1.312 1.837 3.471
N 0.757 2.180 4.546
C 1.128 0.769 1.152
C 2.387 1.275 0.806
C 2.900 0.897 -0.429
C 2.014 0.390 -1.347
C 0.786 -0.116 -0.899
N 0.418 0.002 0.331
C -0.163 -0.796 -1.800
C 0.456 -1.472 -3.010
N 0.511 -2.668 -3.324
C -0.152 -3.645 -2.663
C -0.074 -4.001 -1.383
N -1.386 -0.626 -1.470
C 4.311 1.201 -0.820
C 4.971 0.333 -1.679
C 6.327 0.592 -1.889
N 6.933 1.705 -1.480
C 6.237 2.584 -0.689
C 4.919 2.359 -0.316
H -1.033 2.350 5.567
H -2.151 0.643 4.186
H 2.353 2.095 3.333
H 2.962 1.904 1.491
H 2.369 0.279 -2.368
H 0.967 -0.755 -3.717
H -0.763 -4.247 -3.339
H -0.822 -4.724 -0.998
H 4.416 -0.443 -2.137
H 6.902 -0.076 -2.543
H 6.741 3.524 -0.520
H 4.280 3.026 0.232
I -0.133 -3.222 4.578
Se 2.066 3.175 8.382
Sb 0.537 5.483 7.919
Se -1.419 4.841 6.753
Se 0.762 4.068 10.163
Se -2.279 -2.688 3.607
```

---

(3)
Density functional theory data (ωB97M-V with the def2-TZVPD basis set) for C26H20FeNP2S2Se as an isolated structure.

Values from the calculation:
Spin multiplicity: 5
Total charge: -1
Relative energy (zero: lowest compared OMol25 entry of this formula, charge and spin), eV: 0.0000
Orbital gap (spin up / spin down), eV: 7.022 / 7.628
Total energy, a.u.: -6201.90949
F_max, eV/A: 0.58

XYZ file:
```
53
C26H20FeNP2S2Se (ωB97M-V with the def2-TZVPD basis set)
Fe 1.577 1.436 2.393
S -0.719 1.655 3.028
P -0.655 1.310 1.008
C 0.797 0.712 0.462
P 1.499 -0.755 0.835
S 2.430 -0.774 2.649
C 0.331 -2.163 0.750
C -0.146 -2.771 1.906
C -1.131 -3.747 1.832
C -1.650 -4.119 0.602
C -1.180 -3.513 -0.557
C -0.196 -2.541 -0.482
C 2.746 -1.213 -0.403
C 3.294 -2.494 -0.397
C 4.270 -2.835 -1.316
C 4.718 -1.891 -2.236
C 4.185 -0.613 -2.232
C 3.193 -0.274 -1.319
C -0.972 2.918 0.215
C -2.189 3.570 0.385
C -2.410 4.801 -0.209
C -1.410 5.395 -0.970
C -0.192 4.753 -1.135
C 0.025 3.513 -0.548
C -2.127 0.340 0.501
C -2.425 0.205 -0.852
C -3.498 -0.568 -1.262
C -4.279 -1.231 -0.325
C -3.982 -1.113 1.025
C -2.913 -0.326 1.435
H 0.261 -2.469 2.864
H -1.496 -4.211 2.741
H -2.425 -4.874 0.543
H -1.588 -3.792 -1.521
H 0.160 -2.065 -1.389
H 2.958 -3.224 0.331
H 4.691 -3.833 -1.313
H 5.491 -2.153 -2.947
H 4.548 0.134 -2.926
H 2.770 0.722 -1.293
H -2.967 3.118 0.990
H -3.361 5.303 -0.075
H -1.581 6.361 -1.430
H 0.597 5.213 -1.715
H 0.968 2.990 -0.658
H -1.811 0.708 -1.592
H -3.723 -0.661 -2.318
H -5.112 -1.843 -0.649
H -4.577 -1.635 1.764
H -2.676 -0.230 2.488
Se 3.034 3.500 2.306
C 4.089 2.826 0.938
N 4.758 2.447 0.076
```

---

(4)
Density functional theory data (ωB97M-V with the def2-TZVPD basis set) for C26H20MnN7O5 as an isolated structure at a distorted geometry.

Values from the calculation:
Spin multiplicity: 6
Total charge: -1
Relative energy (zero: lowest compared OMol25 entry of this formula, charge and spin), eV: 1.6280
Orbital gap (spin up / spin down), eV: 5.110 / 5.207
Total energy, a.u.: -2913.42599
F_max, eV/A: 5.85

XYZ file:
```
59
C26H20MnN7O5 (ωB97M-V with the def2-TZVPD basis set)
Mn 0.605 0.439 -0.161
O -3.801 -0.042 -0.880
C -4.027 -1.343 -0.721
C -5.315 -1.840 -0.674
C -5.580 -3.216 -0.735
C -4.490 -4.043 -0.888
C -3.189 -3.576 -0.732
C -2.887 -2.222 -0.545
C -1.544 -1.660 -0.391
O -1.415 -0.373 -0.294
N -0.495 -2.534 -0.313
N 0.655 -1.962 -0.228
C 1.621 -2.918 0.051
C 2.957 -2.603 0.202
C 3.970 -3.548 0.033
C 5.327 -3.249 0.034
C 5.656 -1.916 0.194
C 4.714 -0.910 0.406
C 3.321 -1.196 0.473
O 2.453 -0.252 0.657
H -2.865 0.124 -0.729
H -6.160 -1.153 -0.552
H -6.595 -3.647 -0.761
H -4.603 -5.133 -1.173
H -2.420 -4.341 -0.833
H 1.287 -3.933 -0.080
H 3.632 -4.572 -0.203
H 6.078 -4.034 -0.089
H 6.734 -1.686 0.053
H 5.003 0.145 0.587
N -1.328 1.173 3.492
C -0.181 0.644 4.036
C 0.694 0.465 2.958
N 0.151 0.957 1.818
C -1.125 1.334 2.150
C -2.077 1.975 1.270
N -1.679 2.541 0.116
C -2.819 3.127 -0.360
C -3.916 2.910 0.438
N -3.400 2.227 1.522
H -2.139 1.551 3.943
H -0.022 0.357 5.069
H 1.689 0.039 2.979
H -2.811 3.622 -1.319
H -4.937 3.276 0.372
H -4.025 1.843 2.214
O 1.563 1.005 -4.061
C 1.343 1.122 -2.860
O 0.756 0.216 -2.106
C 1.963 2.270 -2.101
C 2.458 3.423 -2.727
C 2.911 4.486 -1.975
C 2.858 4.326 -0.568
C 2.257 3.238 -0.034
N 1.858 2.209 -0.795
H 2.641 3.341 -3.830
H 3.239 5.389 -2.465
H 3.272 5.043 0.072
H 2.181 3.086 1.044
```

---

(5)
Density functional theory data (ωB97M-V with the def2-TZVPD basis set) for C26H21AuFN2O3 as an isolated structure.

Values from the calculation:
Total charge: -1
Relative energy (zero: lowest compared OMol25 entry of this formula, charge and spin), eV: 0.0000
Orbital gap, eV: 6.734
Total energy, a.u.: -1574.30648
F_max, eV/A: 0.26

XYZ file:
```
54
C26H21AuFN2O3 (ωB97M-V with the def2-TZVPD basis set)
Au -2.064 1.506 -1.257
C -1.623 -2.736 -0.140
C -0.187 -2.803 -0.652
C 0.761 -2.756 0.538
C 2.207 -2.710 0.082
C 2.410 -1.494 -0.773
C 3.598 -0.802 -0.770
C 3.757 0.316 -1.580
F 4.948 0.964 -1.547
C 2.757 0.762 -2.391
C 1.534 0.080 -2.401
C 0.457 0.612 -3.264
O 0.601 1.645 -3.908
C -0.762 -0.165 -3.230
C -0.849 -1.256 -2.438
N 0.124 -1.702 -1.593
C 1.346 -1.042 -1.585
C -2.024 0.344 -3.911
O -2.347 -0.054 -5.014
O -2.697 1.190 -3.193
H -1.733 -3.452 0.676
H -2.367 -2.988 -0.894
H -1.841 -1.742 0.253
H -0.030 -3.751 -1.183
H 0.568 -3.634 1.155
H 0.524 -1.872 1.139
H 2.437 -3.614 -0.494
H 2.892 -2.688 0.931
H 4.417 -1.122 -0.137
H 2.868 1.633 -3.023
H -1.777 -1.806 -2.402
C -2.829 -1.306 3.257
C -3.676 -0.701 2.334
C -3.227 0.314 1.511
C -1.899 0.778 1.570
C -1.051 0.149 2.503
C -1.513 -0.866 3.325
N -1.476 1.745 0.675
C -0.353 2.518 0.970
C 0.568 2.869 -0.027
C 1.664 3.668 0.256
C 1.885 4.148 1.540
C 0.971 3.824 2.535
C -0.129 3.032 2.259
H -3.183 -2.101 3.901
H -4.708 -1.025 2.255
H -3.893 0.770 0.788
H -0.014 0.455 2.564
H -0.826 -1.331 4.024
H 0.411 2.511 -1.037
H 2.357 3.909 -0.541
H 2.746 4.766 1.759
H 1.109 4.204 3.541
H -0.841 2.807 3.043
```

---

(6)
Density functional theory data (ωB97M-V with the def2-TZVPD basis set) for a 2-piece molecular cluster, C26H21F4N2O overall at a distorted geometry.

Values from the calculation:
Total charge: +1
Relative energy (zero: lowest compared OMol25 entry of this formula, charge and spin), eV: 3.2982
Orbital gap, eV: 4.154
Total energy, a.u.: -1587.22305
F_max, eV/A: 2.38

XYZ file:
```
54
C26H21F4N2O (ωB97M-V with the def2-TZVPD basis set)
F 1.194 -3.103 0.540
C 2.149 -2.288 -0.028
C 3.022 -2.851 -0.960
C 3.989 -2.000 -1.507
F 4.878 -2.525 -2.417
C 4.089 -0.665 -1.172
C 3.179 -0.101 -0.226
C 3.327 1.262 0.140
C 2.476 1.978 0.990
C 1.109 1.793 1.131
C 0.343 2.309 2.221
C -1.078 2.347 2.159
C -1.788 2.792 3.265
F -3.164 2.797 3.209
C -1.175 3.239 4.437
C 0.222 3.221 4.462
F 0.863 3.664 5.597
C 0.992 2.763 3.404
C 2.200 -0.956 0.359
H 2.968 -3.898 -1.233
H 4.867 -0.036 -1.603
H 4.215 1.778 -0.234
H 2.923 2.823 1.528
H 0.529 1.302 0.335
H -1.581 2.035 1.241
H -1.751 3.600 5.283
H 2.079 2.741 3.473
H 1.528 -0.569 1.124
C -2.925 -5.568 -0.013
O -2.860 -4.271 0.612
C -2.549 -3.174 -0.128
C -2.321 -1.991 0.617
C -1.958 -0.839 -0.049
C -1.775 -0.864 -1.437
N -1.226 0.275 -2.021
C -0.906 1.366 -1.262
N -0.511 2.298 -2.162
C -0.247 3.679 -1.834
C -0.494 1.775 -3.464
C -0.941 0.506 -3.382
C -2.055 -2.003 -2.193
C -2.410 -3.183 -1.539
H -3.376 -6.185 0.764
H -3.548 -5.551 -0.917
H -1.911 -5.915 -0.252
H -2.423 -2.039 1.700
H -1.806 0.092 0.497
H 0.022 3.740 -0.772
H 0.573 4.067 -2.448
H -1.139 4.303 -2.011
H -0.144 2.348 -4.301
H -1.108 -0.236 -4.141
H -1.984 -1.980 -3.280
H -2.580 -4.104 -2.102
```

---

(7)
Density functional theory data (ωB97M-V with the def2-TZVPD basis set) for the molecule C26H21FN4O2 at a distorted geometry.

Values from the calculation:
Relative energy (zero: lowest compared OMol25 entry of this formula, charge and spin), eV: 0.0141
Orbital gap, eV: 8.846
Total energy, a.u.: -1472.79337
SMILES string: O=C(NCc1ccccc1)[C@@H](c1cccnc1)N(C(=O)c1ccccn1)c1cccc(F)c1
F_max, eV/A: 1.00

XYZ file:
```
54
C26H21FN4O2 (ωB97M-V with the def2-TZVPD basis set)
O -0.869 -2.584 1.253
C -0.570 -2.391 0.093
N 0.516 -2.923 -0.500
H 0.780 -2.558 -1.410
C 1.631 -3.414 0.297
C 2.579 -2.263 0.526
C 3.562 -1.965 -0.408
C 4.358 -0.845 -0.253
C 4.178 -0.011 0.837
C 3.195 -0.298 1.769
C 2.395 -1.415 1.611
H 1.618 -1.631 2.328
H 3.047 0.353 2.617
H 4.800 0.865 0.957
H 5.119 -0.620 -0.986
H 3.701 -2.611 -1.264
H 1.223 -3.783 1.240
H 2.115 -4.229 -0.244
C -1.338 -1.444 -0.852
N -0.671 -0.140 -0.690
C 0.499 0.056 -1.343
O 0.908 -0.732 -2.189
C 1.321 1.231 -0.941
N 1.180 1.691 0.296
C 1.958 2.679 0.688
C 2.919 3.263 -0.126
C 3.079 2.771 -1.412
C 2.270 1.728 -1.830
H 2.354 1.294 -2.813
H 3.822 3.189 -2.075
H 3.528 4.075 0.240
H 1.800 3.017 1.703
C -1.281 0.827 0.139
C -1.663 0.511 1.438
C -2.318 1.453 2.210
C -2.598 2.712 1.708
C -2.215 3.002 0.412
C -1.576 2.079 -0.390
H -1.303 2.337 -1.402
F -2.489 4.222 -0.100
H -3.106 3.459 2.297
H -2.612 1.203 3.218
H -1.446 -0.466 1.838
C -2.825 -1.303 -0.662
C -3.560 -1.960 0.318
N -4.864 -1.808 0.470
C -5.508 -0.993 -0.343
C -4.882 -0.295 -1.366
C -3.519 -0.459 -1.527
H -2.992 0.060 -2.315
H -5.444 0.355 -2.019
H -6.572 -0.900 -0.170
H -3.086 -2.634 1.016
H -1.146 -1.758 -1.888
```

---

(8)
Density functional theory data (ωB97M-V with the def2-TZVPD basis set) for C26H21N7O3PtS2 as an isolated structure.

Values from the calculation:
Relative energy (zero: lowest compared OMol25 entry of this formula, charge and spin), eV: 0.3803
Orbital gap, eV: 6.554
Total energy, a.u.: -2528.14592
F_max, eV/A: 0.33

XYZ file:
```
60
C26H21N7O3PtS2 (ωB97M-V with the def2-TZVPD basis set)
Pt -0.405 -1.723 -0.620
O -0.297 0.681 0.451
C 0.150 1.724 -0.113
C -0.028 3.013 0.492
C 0.390 4.174 -0.100
C 1.031 4.154 -1.350
C 1.250 2.938 -1.950
C 0.854 1.719 -1.367
C 1.220 0.487 -2.059
N 0.707 -0.747 -2.020
C 1.434 -1.538 -2.895
C 2.383 -0.787 -3.486
N 2.233 0.474 -2.960
H -0.533 3.021 1.450
H 0.215 5.122 0.396
H 1.335 5.071 -1.835
H 1.710 2.937 -2.932
H 1.221 -2.586 -3.007
H 3.145 -1.029 -4.203
H 2.850 1.250 -3.110
N 1.902 2.787 5.039
C 2.026 1.740 4.134
C 2.107 2.000 2.764
C 2.269 0.965 1.866
C 2.358 -0.341 2.330
C 2.294 -0.616 3.690
C 2.128 0.422 4.587
S 2.529 -1.650 1.183
O 3.039 -1.120 -0.048
O 3.189 -2.742 1.835
N 0.992 -2.124 0.822
C 0.115 -2.691 1.672
N -1.087 -2.720 1.010
C -2.154 -3.190 1.628
C -2.041 -3.686 2.915
C -0.786 -3.612 3.507
N 0.293 -3.111 2.916
H 1.515 3.637 4.665
H 1.517 2.544 5.936
H 2.034 3.018 2.400
H 2.332 1.164 0.806
H 2.376 -1.639 4.030
H 2.086 0.218 5.651
H -3.094 -3.162 1.089
H -2.892 -4.092 3.439
H -0.642 -3.965 4.523
S -3.643 -2.949 -3.529
C -2.421 -2.987 -2.331
N -1.999 -1.832 -1.915
C -2.668 -0.786 -2.551
C -2.482 0.569 -2.295
C -3.227 1.469 -3.024
C -4.153 1.037 -3.985
C -4.362 -0.304 -4.225
C -3.607 -1.216 -3.490
H -2.010 -3.916 -1.967
H -1.795 0.870 -1.516
H -3.097 2.528 -2.844
H -4.722 1.769 -4.543
H -5.086 -0.639 -4.955
```

---

Q: F_max of number 5 (C26H21AuFN2O3)?
A: 0.26 eV/A

---

Q: total energy of number 6 (C26H21F4N2O)?
A: -1587.22305 a.u.

---

Q: Look up the total energy of the third one.
A: -6201.90949 a.u.

---

Q: Among the records above, which one has the lowest F_max?
A: C26H21AuFN2O3